{
  "formula": "C12H11F3MgO4",
  "method": "wB97M-V/def2-TZVPD",
  "elements": ["O", "C", "C", "C", "C", "C", "O", "C", "C", "C", "C", "O", "C", "C", "F", "F", "F", "C", "O", "H", "H", "H", "H", "H", "H", "H", "H", "H", "H", "H", "Mg"],
  "coordinates": [[-0.563, 0.003, 4.430], [-1.010, 0.421, 3.417], [-1.357, -0.416, 2.219], [-0.299, -1.142, 1.464], [0.963, -1.372, 1.850], [1.861, -2.029, 0.848], [2.724, -2.810, 1.187], [1.587, -1.635, -0.551], [0.326, -1.430, -0.957], [-0.158, -0.965, -2.311], [0.692, 0.123, -2.983], [0.193, 1.357, -2.482], [0.794, 1.890, -1.356], [-0.308, 2.387, -0.480], [-0.747, 3.620, -0.711], [0.016, 2.340, 0.832], [-1.458, 1.556, -0.577], [-0.725, -1.638, 0.089], [-1.857, -2.052, -0.095], [-1.278, 1.539, 3.302], [-2.162, -1.100, 2.500], [-1.738, 0.350, 1.477], [1.364, -1.079, 2.808], [2.432, -1.540, -1.218], [-1.098, -0.447, -2.145], [-0.401, -1.810, -2.950], [0.526, 0.115, -4.052], [1.762, 0.006, -2.832], [1.468, 2.711, -1.594], [1.340, 1.164, -0.761], [-2.890, 1.882, 1.631]],
  "total_charge": 2,
  "lumo_ev": -12.4,
  "energy_ev": -34387.121,
  "orbital_gap_ev": 3.62,
  "e_homo_ev": -15.977
}

***

{
  "formula": "C8H12F18NaO6P3",
  "method": "wB97M-V/def2-TZVPD",
  "elements": ["Na", "P", "F", "F", "F", "F", "F", "F", "P", "F", "F", "F", "F", "F", "F", "P", "F", "F", "F", "F", "F", "F", "C", "C", "C", "O", "C", "O", "O", "H", "H", "H", "H", "H", "H", "C", "C", "C", "O", "C", "O", "O", "H", "H", "H", "H", "H", "H"],
  "coordinates": [[-1.599, -1.106, -0.237], [-3.161, 2.353, 0.812], [-2.278, 1.793, 2.111], [-1.671, 2.892, 0.204], [-2.911, 0.944, 0.006], [-3.923, 2.796, -0.607], [-4.603, 1.874, 1.474], [-3.527, 3.755, 1.523], [-2.594, -0.367, -3.483], [-1.582, 0.009, -4.667], [-3.826, -0.588, -4.474], [-2.168, -1.939, -3.656], [-3.459, -0.778, -2.189], [-1.228, -0.208, -2.514], [-3.064, 1.245, -3.467], [-1.776, -4.678, -0.852], [-2.297, -5.514, 0.461], [-2.878, -3.546, -0.484], [-0.722, -3.813, 0.050], [-1.209, -3.813, -2.140], [-0.583, -5.759, -1.275], [-2.879, -5.354, -1.800], [1.204, 2.723, 2.074], [1.002, 1.329, 2.637], [0.156, 1.300, 3.956], [-0.536, 0.072, 3.768], [-0.451, -0.406, 2.502], [-1.039, -1.361, 2.040], [0.359, 0.388, 1.755], [1.631, 3.496, 2.713], [0.205, 3.123, 1.901], [1.796, 2.728, 1.159], [1.894, 0.738, 2.844], [-0.511, 2.151, 4.094], [0.786, 1.162, 4.835], [4.300, 1.556, -1.408], [4.056, 0.054, -1.309], [3.984, -0.487, 0.098], [2.739, -1.066, 0.276], [1.947, -0.757, -0.861], [0.817, -1.123, -1.172], [2.759, -0.164, -1.843], [3.532, 1.982, -0.763], [4.212, 1.996, -2.402], [5.278, 1.778, -0.981], [4.890, -0.515, -1.720], [4.173, 0.349, 0.770], [4.755, -1.244, 0.241]],
  "total_charge": -1,
  "spin_multiplicity": 2,
  "lumo_ev": [1.9, -5.7],
  "energy_ev": -101990.542,
  "orbital_gap_ev": [11.13, 3.60],
  "e_homo_ev": [-9.267, -9.267]
}

***

{
  "formula": "C2H4N2O2S2",
  "method": "wB97M-V/def2-TZVPD",
  "elements": ["C", "C", "N", "N", "O", "O", "S", "S", "H", "H", "H", "H"],
  "coordinates": [[-0.262, 0.804, -0.032], [1.840, -0.361, -0.085], [-0.890, -0.431, -0.094], [1.056, 0.771, -0.455], [-2.811, -0.903, 1.483], [-2.947, -1.396, -0.974], [-0.949, 2.338, 0.313], [-2.558, -0.388, 0.088], [2.906, -0.143, -0.240], [1.705, -0.639, 1.056], [1.480, -1.300, -0.685], [1.428, 1.648, -0.376]],
  "e_above_lowest_kcal_mol": 0.00,
  "total_charge": -2,
  "lumo_ev": 6.0,
  "energy_ev": -30882.916,
  "orbital_gap_ev": 4.82,
  "e_homo_ev": 1.185
}